# C6H13N

A single C6H13N molecule (the ωB97M-V functional and the def2-TZVPD basis, the Open Molecules 2025 dataset).

For the energy above the lowest of the compared OMol25 structures with the same formula, charge and spin, the calculation gives 5.68 kcal/mol. The orbital gap is 10.29 eV. As for the SMILES: CCC/C(C)=N/C. The HOMO energy comes out at -9.226 eV.

The geometry in ORCA input format:
```
! RIJCOSX wB97M-V def2-TZVPD def2/J DEFGRID3
* xyz 0 1
N 1.51098 -0.54554 -0.79385
C -0.51179 0.57488 -1.73328
C 2.34670 0.01937 -1.82826
C -0.50757 -0.84957 0.41010
C -1.35722 -0.13308 2.72280
C -0.61612 0.26855 1.45284
C 0.26373 -0.30511 -0.76641
H -1.55946 0.65580 -1.42914
H -1.50562 -1.19616 0.10622
H -0.48500 0.16559 -2.74905
H -0.09859 1.58894 -1.77776
H 1.86144 0.75529 -2.48436
H -2.29012 -0.66029 2.49209
H -1.09616 1.14361 0.99256
H 2.72834 -0.80044 -2.44656
H -0.73913 -0.79658 3.33670
H -1.60935 0.74519 3.32636
H 3.21369 0.49529 -1.35623
H 0.04378 -1.69982 0.82351
H 0.40747 0.57408 1.70172
*
```

Charge distribution, natural (NBO) scheme, values in e:
1 N -0.43
2 C -0.71
3 C -0.44
4 C -0.44
5 C -0.60
6 C -0.39
7 C 0.32
8 H 0.22
9 H 0.20
10 H 0.23
11 H 0.23
12 H 0.17
13 H 0.20
14 H 0.19
15 H 0.21
16 H 0.21
17 H 0.21
18 H 0.21
19 H 0.23
20 H 0.21